# C25H35Cl2InN4O3Se

C25H35Cl2InN4O3Se as an isolated structure at a distorted geometry (ωB97M-V/def2-TZVPD, OMol25).

**E_tot**: -134161.3876 eV
**Energy above the lowest of the compared OMol25 structures with the same formula, charge and spin**: 7.2 kcal per mole

```
71
Properties=species:S:1:pos:R:3:mulliken_charge:R:1
In -0.04161 0.00318 0.13544 1.318
Se -1.85321 1.26709 1.29416 -0.381
Cl 0.53246 2.31286 -0.22002 -0.384
Cl 1.57453 -0.26508 1.82390 -0.493
O -1.64850 0.19394 -1.40397 -0.884
O 1.13218 -0.94509 -1.44364 -0.536
O -0.86538 -1.98644 0.35423 -0.802
N -2.87088 -0.64342 -3.08054 0.343
N -2.02465 2.30287 3.92205 0.365
N 0.76082 -3.54646 0.69845 0.313
N -2.83981 0.27988 3.80580 0.172
C -0.16023 -2.94324 -0.05371 -0.119
C 2.65698 2.05670 -1.63829 0.317
C -2.85387 2.86931 6.26656 -0.630
C -3.17905 0.75313 5.06424 0.330
C 5.65247 -0.94112 -2.71010 -0.725
C -3.93195 0.16659 6.08319 -0.868
C 1.94864 -4.12102 0.07928 -0.976
C 3.36883 -0.73225 -1.96685 -0.898
C 5.03746 -1.63854 -0.47983 -1.096
C -2.66242 2.04243 5.14847 0.634
C 6.00992 -1.47251 -1.46200 -0.441
C 3.71048 -1.27577 -0.73891 0.783
C -1.41008 3.63030 3.58659 -0.948
C 0.71815 -3.50831 2.15381 -0.880
C -1.83829 -0.72346 -2.24509 0.678
C 4.33370 -0.57260 -2.96149 -0.067
C 1.92750 -0.29690 -2.25026 0.631
C -3.67276 0.57783 -3.17494 -0.949
C -2.12891 1.22022 3.08233 -0.153
C 2.52381 3.55214 -1.47133 -1.389
C -4.10855 0.98672 7.18904 -0.455
C 0.47700 1.65417 -2.96242 -1.196
C -3.17966 -1.74298 -3.96811 -0.932
C -3.59850 2.27053 7.27962 -0.603
C 1.75701 1.22944 -2.29812 -0.181
H -3.13198 -0.62827 3.41715 0.246
H -3.77677 2.87389 8.16417 0.371
H 3.37215 4.04039 -1.92932 0.422
H 1.67100 -0.62662 -3.26849 0.401
H 5.29148 -2.05195 0.49543 0.419
H -1.16809 -1.60675 -2.35647 -0.236
H -4.20960 -2.08523 -3.79804 0.328
H -4.66365 0.39526 -2.73978 0.327
H -0.28328 -3.33672 -1.07879 0.555
H -4.29330 -0.81182 5.92781 0.470
H -3.08038 -1.41659 -5.01298 0.339
H 1.96685 -3.86733 -0.99129 0.347
H -2.15865 4.42141 3.66090 0.360
H 7.04325 -1.75654 -1.26423 0.380
H -2.44558 3.84603 6.25931 0.510
H 2.84123 -3.70318 0.57266 0.283
H -3.78785 0.83109 -4.23630 0.336
H 6.40538 -0.81727 -3.48717 0.379
H -1.00833 3.60154 2.58506 0.233
H 4.04548 -0.14917 -3.92821 0.377
H -0.38035 1.58388 -2.25866 0.082
H -4.69251 0.56997 8.00255 0.369
H 2.51639 3.81877 -0.40338 0.263
H 1.59944 3.92163 -1.92396 0.290
H 1.94846 -5.21471 0.20270 0.346
H 0.52582 2.69069 -3.29084 0.370
H -3.16665 1.38482 -2.64762 0.264
H 3.52547 1.58178 -1.14431 0.254
H 0.26129 0.97187 -3.76431 0.448
H 1.61655 -2.98981 2.50985 0.330
H -2.47685 -2.56683 -3.76902 0.270
H -0.17593 -2.96455 2.47131 0.227
H 2.93276 -1.40807 0.01666 0.069
H 0.71182 -4.54022 2.53424 0.336
H -0.60511 3.84046 4.29571 0.339
```

# C35H52P4PmS

C35H52P4PmS as an isolated structure at a distorted geometry (ωB97M-V/def2-TZVPD, OMol25).

**E_tot**: -101659.1629 eV
**Spin multiplicity**: 5
**Total charge**: +3

```
93
Properties=species:S:1:pos:R:3:mulliken_charge:R:1
Pm -0.28373 0.18261 0.18007 0.302
S -4.14842 1.53510 -3.34150 -0.214
P 1.74384 2.22470 -0.14945 0.790
P -0.49019 0.21911 -2.65938 1.219
P 1.33594 -2.07822 -0.28135 0.798
P 0.62137 -0.08728 3.05801 1.531
C -1.40156 -3.51019 4.05805 -1.183
C -6.23419 3.29113 -3.95045 -0.336
C 2.07491 0.86285 5.33196 -0.374
C 1.15470 -2.47355 4.54844 -0.630
C -0.42739 -4.31893 4.66839 -0.733
C -6.79157 0.98494 -3.40622 -0.457
C -2.94680 0.26597 0.52363 -0.564
C 3.08386 2.46014 1.06601 -1.146
C -0.86615 1.95082 -3.16267 -0.935
C -2.37501 1.84163 5.19053 -0.827
C -1.89048 -0.80737 -3.25860 -1.163
C 0.60943 -3.38064 -1.37040 -1.120
C 4.55934 0.23106 4.18207 -0.778
C -1.54873 0.81930 4.69600 -0.440
C 3.38557 0.00113 3.46059 -0.039
C 0.83798 -3.78322 4.93958 -0.659
C -0.22672 2.50600 3.52984 -0.277
C 2.67423 2.33803 -1.73676 -1.127
C 3.25929 1.09866 6.04241 -0.689
C 0.92118 3.87123 -0.10391 -1.229
C 0.20894 -1.70330 3.83683 0.628
C -8.14702 1.31888 -3.34250 -0.543
C 0.79486 -0.18525 -3.88559 -1.391
C -1.09369 -2.21080 3.64880 -0.963
C -7.59908 3.61978 -3.90322 -0.500
C 2.91066 -1.81355 -1.19341 -1.173
C -5.81444 1.99999 -3.54081 0.520
C -0.50296 1.14843 3.83474 0.447
C -2.12593 3.18653 4.87192 -0.751
C 2.13412 0.31760 4.03384 0.231
C 4.50226 0.77753 5.47865 -0.706
C -1.04091 3.50688 4.05116 -0.759
C -8.54962 2.65124 -3.53277 -0.394
C -2.66577 -1.07317 0.40761 -0.502
C 1.92870 -3.10473 1.09478 -0.985
H -2.41893 -3.88631 3.92585 0.464
H -8.88254 0.53337 -3.14513 0.362
H -3.35773 0.85346 -0.30457 0.329
H 0.21943 3.95168 -0.94810 0.343
H -2.87105 0.80868 1.48204 0.441
H 5.42510 0.95173 6.04044 0.412
H -3.20771 1.57942 5.84793 0.461
H -0.02025 2.62030 -2.94791 0.223
H 1.11230 1.12500 5.78378 0.459
H 0.42647 0.04829 -4.89603 0.520
H 1.98455 2.52262 -2.57429 0.381
H 2.72431 -1.35606 -2.17391 0.272
H -1.71250 -0.21403 5.00185 0.662
H 1.68915 4.66307 -0.16911 0.438
H 5.52377 -0.02075 3.73522 0.458
H 3.20622 1.53465 7.04930 0.445
H 1.70036 0.40195 -3.68529 0.308
H 1.03074 -1.25393 -3.81788 0.410
H 3.77286 1.60862 1.00663 0.355
H -1.70699 2.30987 -2.55223 -0.171
H -3.53126 2.62676 -2.67007 0.122
H 3.56039 -1.14955 -0.61050 0.298
H 0.64330 2.76683 2.90408 0.294
H -2.42574 -1.72590 1.25420 0.305
H 2.11599 -2.04236 4.84801 0.346
H 3.42894 -0.39961 2.43688 0.317
H -2.80043 -1.61975 -0.53744 0.362
H -1.88285 -1.56215 3.24653 0.953
H -6.45469 -0.05022 -3.33709 0.337
H -2.79502 -0.64718 -2.64944 0.116
H 1.57849 -4.37500 5.48728 0.466
H 3.60883 3.39564 0.81762 0.610
H 0.37005 3.96396 0.84436 0.323
H 1.33181 -4.20886 -1.45591 0.468
H -0.31945 -3.74958 -0.91828 0.392
H -2.77046 3.97232 5.28084 0.411
H -5.49228 4.00987 -4.30232 0.390
H 3.39267 3.17253 -1.64240 0.518
H -0.67282 -5.34180 4.97689 0.440
H 0.38678 -2.97558 -2.36946 0.267
H -9.61083 2.91447 -3.43609 0.382
H 1.08690 -3.43018 1.71265 0.263
H -7.93850 4.63211 -4.15490 0.359
H -1.12074 1.99305 -4.23411 0.552
H -2.09841 -0.53882 -4.30558 0.473
H 2.61873 -2.54061 1.73058 0.290
H 3.40970 -2.78690 -1.32847 0.497
H -0.81855 4.55326 3.83496 0.462
H 3.21068 1.39119 -1.89674 0.273
H -1.60899 -1.86749 -3.18893 0.361
H 2.44408 -3.97843 0.68117 0.602
H 2.66767 2.51460 2.07926 0.300
```

# C2H7N3P

C2H7N3P as an isolated structure at a distorted geometry (ωB97M-V/def2-TZVPD, OMol25).

**E_tot**: -15938.1752 eV
**Energy above the lowest of the compared OMol25 structures with the same formula, charge and spin**: 65.6 kcal per mole
**Total charge**: +1

```
13
Properties=species:S:1:pos:R:3:nbo_charge:R:1
P 2.03298 0.31077 0.17344 0.890
N -0.36570 -0.91545 -0.07161 -0.563
N -1.96771 0.83879 0.02278 -0.752
N 0.85466 1.33345 -0.36524 -0.906
C 1.04430 -1.21028 -0.30224 -0.508
C -0.80358 0.29025 -0.05347 0.685
H 1.19942 -1.43659 -1.36365 0.246
H -2.83008 0.30244 0.02559 0.433
H 0.74421 2.24102 0.06961 0.406
H 1.34956 -2.07696 0.29025 0.256
H -0.97730 -1.72380 -0.00398 0.442
H 1.78302 0.20124 1.56578 -0.077
H -2.06379 1.84512 0.01276 0.448
```

# C2H9BNO2

A 2-piece molecular cluster, C2H9BNO2 overall at a distorted geometry (ωB97M-V/def2-TZVPD, OMol25).

**E_tot**: -8483.3025 eV
**Energy above the lowest of the compared OMol25 structures with the same formula, charge and spin**: 0.0 kcal per mole
**Total charge**: -1

```
15
Properties=species:S:1:pos:R:3:nbo_charge:R:1
O -1.26307 0.05747 0.15175 -0.981
O 0.96976 -1.39292 -0.25723 -0.773
N -1.93101 2.42488 0.50665 -1.246
C 0.74764 -2.75612 -0.02053 -0.235
C 0.64588 1.75997 0.02317 -0.994
B -0.94778 1.52750 0.23882 0.863
H 0.12318 -0.90387 -0.07161 0.514
H 0.46112 -2.95878 1.02018 0.147
H 1.00158 2.69593 0.46215 0.196
H -1.77459 3.32706 0.06614 0.323
H 1.21202 0.93229 0.45741 0.216
H 1.67762 -3.29378 -0.22369 0.154
H 0.90757 1.77958 -1.04282 0.201
H -1.79815 -0.02286 -0.63856 0.474
H -0.03178 -3.17635 -0.67184 0.140
```